[1]
Here is a cluster of 2 separate species, C3H3BrO in total from the OMol25 dataset. Energies are from wB97M-V/def2-TZVPD.

HOMO energy = -9.169 eV
Energy above the lowest of the compared OMol25 structures with the same formula, charge and spin = 175.8 kJ/mol
F_max = 3.83 eV/A

Geometry as XYZ:
```
8
Properties=species:S:1:pos:R:3:lowdin_charge:R:1
C -0.0146 -0.9112 0.8169 0.007
C -1.0893 -0.1628 0.9021 -0.071
C -1.4946 0.9354 1.4607 -0.200
O -2.1043 1.9519 1.5314 0.132
H 0.7835 -1.0514 1.5263 0.068
H 0.0584 -1.6067 -0.0033 0.049
Br 1.8001 0.4520 -2.4114 0.290
H 2.0609 0.3928 -3.8227 -0.276
```

[2]
Here is a cluster of 2 separate species, C3H3BrO2S in total from the OMol25 dataset. Energies are from wB97M-V/def2-TZVPD.

HOMO energy (alpha / beta) = -9.424 / -9.422 eV
Energy above the lowest of the compared OMol25 structures with the same formula, charge and spin = 24.9 kJ/mol
F_max = 5.49 eV/A

Geometry as XYZ:
```
10
Properties=species:S:1:pos:R:3:lowdin_charge:R:1
C 1.0393 0.1010 0.8883 0.010
C -0.1377 0.5772 0.7560 -0.233
C -1.2925 -0.3123 0.5021 -0.820
O -1.3270 -1.4775 0.3103 0.038
Br -2.9962 0.6671 0.4376 0.654
H 1.1885 -1.0523 0.9132 0.124
H 1.9595 0.6950 0.8365 0.086
H -0.1850 1.6465 0.5594 0.102
O 1.3216 -0.2449 -2.0512 -0.699
S 0.4293 -0.5996 -3.1524 0.738
```

[3]
Here is a structure of composition C3H3CeFO from the OMol25 dataset. Energies are from wB97M-V/def2-TZVPD.

HOMO energy (alpha / beta) = -11.646 / -11.677 eV
F_max = 5.50 eV/A
Charge = +1
Spin multiplicity = 2

Geometry as XYZ:
```
9
Properties=species:S:1:pos:R:3:lowdin_charge:R:1
F 0.0430 -0.5856 1.7707 -0.136
O 0.8719 1.1501 -1.1392 -0.133
C 0.4201 0.4284 0.6685 -0.182
C 1.2669 1.5680 0.1951 -0.107
C 0.3741 -0.0821 -0.5893 -0.311
H 0.9125 2.5849 0.4220 0.135
H 2.3550 1.5100 0.3492 0.141
Ce -1.6492 -1.6816 -1.2888 1.644
H -1.9545 -0.0654 0.2239 -0.051
```

[4]
Here is a structure of composition C3H3CeO from the OMol25 dataset. Energies are from wB97M-V/def2-TZVPD.

HOMO energy (alpha / beta) = -22.748 / -24.494 eV
Energy above the lowest of the compared OMol25 structures with the same formula, charge and spin = 136.7 kJ/mol
F_max = 5.20 eV/A
Charge = +3
Spin multiplicity = 3

Geometry as XYZ:
```
8
Properties=species:S:1:pos:R:3:lowdin_charge:R:1
C 0.4489 -0.7482 0.0320 -0.125
C -0.5870 -0.1483 0.7006 0.078
H -0.3625 0.3438 1.6648 0.159
H -1.6356 -0.4202 0.5254 0.153
Ce 0.9519 -3.1645 -0.6842 2.187
C -0.3151 2.0208 -0.3215 0.236
O 0.5837 1.8575 -1.0626 0.073
H 0.9155 0.2591 -0.8545 0.239
```

[5]
Here is the molecule C3H3Cl2F from the OMol25 dataset. Energies are from wB97M-V/def2-TZVPD.

HOMO energy = -10.223 eV
Energy above the lowest of the compared OMol25 structures with the same formula, charge and spin = 80.4 kJ/mol
F_max = 6.11 eV/A

Geometry as XYZ:
```
9
Properties=species:S:1:pos:R:3:lowdin_charge:R:1
C 0.3047 0.4076 -1.3252 0.034
C 0.4838 0.3880 -0.0557 -0.443
F 1.2376 1.3369 0.5218 0.042
C -0.3503 -0.5031 1.0576 -1.021
Cl -0.3745 -2.1142 0.2690 0.583
Cl -1.8852 0.2062 1.3136 0.650
H 0.9180 1.0543 -1.8478 0.055
H -0.4292 -0.2371 -1.8884 0.097
H 0.0951 -0.5386 1.9551 0.002
```

[6]
Here is the molecule C3H3Cl2N from the OMol25 dataset. Energies are from wB97M-V/def2-TZVPD.

HOMO energy = -11.381 eV
Energy above the lowest of the compared OMol25 structures with the same formula, charge and spin = 48.9 kJ/mol
F_max = 2.58 eV/A

Geometry as XYZ:
```
9
Properties=species:S:1:pos:R:3:lowdin_charge:R:1
N 1.5862 2.1932 0.0109 0.166
C 0.9169 1.2744 -0.2634 -0.239
C 0.4223 -0.1047 -0.4833 -0.720
Cl 1.6933 -1.3216 -0.1511 0.640
C -0.7417 -0.3904 0.5182 -0.607
Cl -2.3063 -0.1041 -0.2780 0.564
H 0.1077 -0.2912 -1.5166 0.092
H -0.7485 -1.4309 0.7560 0.040
H -0.9299 0.1754 1.4073 0.063
```